--- P ---
The following is a DFT calculation (the ωB97M-V functional and the def2-TZVPD basis) of one molecule with the formula C17H22N2O4.

HOMO-LUMO gap (eV): 8.89

ORCA input file:
```
! RIJCOSX wB97M-V def2-TZVPD def2/J DEFGRID3
* xyz 0 1
O -2.2812 0.6151 -2.6377
H -1.7183 -3.5248 -0.5199
C 3.6505 -0.0001 0.1738
C 2.9666 -2.2485 -0.7710
O -3.7254 -1.8128 1.9098
H 2.9030 -0.1100 0.9627
C -5.5315 2.2484 -0.4415
H 5.2648 1.8178 1.4695
C 4.3313 2.2536 1.1058
C -4.4920 1.7542 -1.2028
H 4.5843 -0.4317 0.5422
H -5.4690 -0.0197 2.0775
C -4.1600 -0.0196 0.4004
C 0.6729 -2.4282 -0.2652
C -5.8907 1.6153 0.7431
H -4.1907 2.2253 -2.1261
H 0.0263 -3.4543 1.4756
C -1.7449 -2.8829 0.3658
O 1.9173 -2.4430 0.1847
C -2.6897 0.1031 -1.6125
H 5.3018 3.8514 0.0233
H -2.3234 -3.3672 1.1562
H 3.8490 -2.6990 -0.3129
H -0.3026 -1.7288 1.4956
C 4.5483 3.7300 0.7985
N -2.1280 -1.0374 -1.1337
C -3.4609 -1.2258 0.8724
H 2.2713 -0.3372 -1.4529
C 3.1962 -0.7689 -1.0648
H 2.7070 -2.7809 -1.6914
C -0.3195 -2.6200 0.8644
H 3.6244 4.1869 0.4508
C -5.2102 0.4907 1.1622
H -1.3177 -1.4340 -1.6126
N -2.4668 -1.6722 0.0502
H 4.8812 4.2615 1.6868
H 3.9535 -0.6945 -1.8468
H 3.5885 2.1537 1.9005
C 3.8609 1.4820 -0.1249
H -6.0673 3.1279 -0.7658
H 2.9258 1.9153 -0.4868
H -6.7047 2.0046 1.3363
O 0.3673 -2.3002 -1.4271
C -3.7999 0.6177 -0.7909
H 4.6023 1.5870 -0.9205
*
```

--- Q ---
The following is a DFT calculation (the ωB97M-V functional and the def2-TZVPD basis) of one molecule with the formula C17H22N2O4.

HOMO-LUMO gap (eV): 8.83

ORCA input file:
```
! RIJCOSX wB97M-V def2-TZVPD def2/J DEFGRID3
* xyz 0 1
H 0.9636 5.1837 -1.8922
H -2.1064 -5.4496 -3.4327
O 2.3479 1.8019 -1.3630
H 4.3757 0.0500 3.3495
O 1.3330 3.6940 -0.5419
H -4.9287 -0.3109 -1.4392
C 0.0732 -0.2555 0.0916
N 1.2969 0.1886 0.5005
H -2.7298 -4.2861 -4.6146
H 0.5046 1.7868 3.5897
H 0.6175 2.0756 1.3662
C 1.8116 2.4277 -0.4375
C 1.2570 4.1221 -1.9187
O -1.0596 0.3962 0.4477
C -3.2658 -2.8856 -2.4218
C -3.3688 -1.8259 -1.4783
C 2.7222 1.6144 1.8390
C -2.2190 -1.3236 -0.8528
C -0.9721 -1.8522 -1.1770
H -0.9788 -4.4231 -4.3000
C -1.9625 -4.4507 -3.8291
N 0.1784 -1.3319 -0.6287
C 1.5128 1.8312 4.0215
O -3.2658 0.3554 0.5233
H -4.1484 -3.2939 -2.8548
H 3.5658 1.0721 1.3735
C 1.5132 1.6197 0.8681
C -2.2163 -0.1484 0.1060
C 2.4415 0.9544 3.1973
H 1.5436 1.4729 5.0573
H -4.8874 -1.4752 -0.0693
H -5.5069 -1.9875 -1.6947
H 0.0650 -3.3370 -2.2949
C -0.9197 -2.8693 -2.1357
C -4.7583 -1.3678 -1.1684
H 1.9353 2.8208 4.0271
H 1.9822 -0.0553 3.1436
C -2.0484 -3.3899 -2.7680
H 2.2235 4.0810 -2.4500
H 0.4992 3.5192 -2.4960
H 1.9968 -0.2155 -0.1121
H 4.2446 1.6826 4.0861
C 3.7457 0.7514 3.9045
H 3.0098 2.6918 1.9490
H 3.5821 0.3415 4.9302
*
```

--- R ---
The following is a DFT calculation (the ωB97M-V functional and the def2-TZVPD basis) of one molecule with the formula C17H22N2O4.

HOMO-LUMO gap (eV): 8.19

ORCA input file:
```
! RIJCOSX wB97M-V def2-TZVPD def2/J DEFGRID3
* xyz 0 1
H 2.7945 -1.7349 -0.8684
H 1.9113 -3.3432 0.4782
C -2.5296 -1.1790 -0.8388
H -3.4974 3.6993 0.0786
H 2.3692 -1.3282 -2.5353
H 3.0313 -0.0929 -1.4559
N 0.9488 -3.1657 0.7170
H -4.9117 3.4957 1.1442
H 0.0542 -4.6741 -0.4164
C 0.6649 -2.2621 1.6984
H 3.2090 3.5975 -0.4889
C 1.3146 1.8442 -0.2375
H -1.5337 2.4331 0.2863
H 1.6059 -1.2813 3.3408
H 3.1520 3.0834 1.2060
C 4.9028 2.3872 0.1289
O -4.2069 1.7767 0.4062
C 2.3792 -0.9575 -1.5095
C -1.2097 -0.7482 -0.8638
H -1.0209 -3.4251 0.2777
H 0.9318 -3.0322 -2.0597
C -3.1476 1.0136 0.0057
H -0.8389 -3.0895 -2.1658
C 1.0071 -0.5622 -1.0873
O -0.4683 -1.9594 1.9897
H 2.6574 -2.4556 2.5178
C 1.8911 -1.6971 2.3791
C 3.4360 2.7710 0.1943
C 0.5634 0.6565 -0.6002
N -0.0584 -1.3978 -1.2567
O 2.6552 1.6375 -0.1741
C -0.8623 0.5523 -0.4590
C -0.0608 -3.6066 -0.2111
O 0.8286 2.9237 0.0150
H 2.2896 -0.8927 1.7616
H 5.5147 3.2357 0.4208
C 0.0039 -2.8062 -1.5299
H -2.8118 -2.1753 -1.1439
H -3.2840 3.0738 1.7360
H -4.5229 -0.5720 -0.3636
H 5.1036 1.5569 0.8012
C -3.9446 3.0807 0.8634
C -3.4833 -0.2888 -0.4058
H 5.1699 2.0894 -0.8820
C -1.8342 1.4454 -0.0175
*
```

Consider the structures shown above. The most stable of them is R.